No. 1
15
Properties=species:S:1:pos:R:3 method="wB97M-V/def2-TZVPD" molar_mass_g_mol=100.121 homo_ha=-0.24193
C -0.78758 -0.13778 0.21614
N -1.01568 -0.68769 1.39760
N -1.73467 -0.01447 -0.69825
C 1.22457 -0.39225 -1.26689
C 0.60234 0.27400 -0.06773
C 1.36963 0.71847 0.99399
O 2.41402 -0.36360 -1.50450
H -2.64442 -0.44126 -0.62230
H -1.93570 -0.92707 1.73385
H -0.19430 -0.72997 2.00093
H -1.45017 0.50249 -1.53273
H 0.51811 -0.97595 -1.88992
H 0.25975 1.05305 -1.37402
H 2.43956 0.77065 0.85523
H 0.93453 1.35137 1.75861

=====

No. 2
14
Properties=species:S:1:pos:R:3 method="wB97M-V/def2-TZVPD" total_charge=+1 molar_mass_g_mol=71.123 s2=0.7538 multiplicity=2 homo_ha="-0.49413 / -0.49208"
C 2.10778 0.03913 -1.22045
N 2.12129 -1.14105 -1.64818
H 2.47027 0.89178 -1.78811
H 1.62281 0.34473 -0.28297
H 1.58171 -1.77687 -1.06329
C -2.04574 -0.53428 0.36705
C -1.51370 0.82809 0.72712
C -0.50156 0.91876 1.65386
H -2.62177 -0.88838 1.22950
H -1.22934 -1.22686 0.17454
H -2.73386 -0.43774 -0.46820
H -2.11191 1.74320 0.64128
H -0.38056 1.63972 2.45625
H 0.33209 0.25179 1.40929

=====

No. 3
90
Properties=species:S:1:pos:R:3 method="wB97M-V/def2-TZVPD" molar_mass_g_mol=558.764 s2=2.0082 multiplicity=3 homo_ha="-0.28972 / -0.30574"
C 4.59849 -0.00442 0.59204
C 3.11628 -0.18834 0.25539
C 2.87386 0.26621 -1.17684
N 1.52291 0.03432 -1.71812
C 0.41503 0.08359 -0.86854
C -0.40471 -1.05220 -0.79213
C -1.54174 -1.09898 -0.01302
N -2.31891 -2.30573 -0.01865
C -1.88362 0.00832 0.75524
C -1.08890 1.13860 0.70988
C 0.05152 1.21033 -0.10952
C 0.79329 2.48538 -0.17239
O 1.58221 2.77769 -1.04061
C 0.49685 3.50963 0.89417
O 1.40503 4.51334 0.98204
C -0.57851 3.42227 1.67371
C -1.50314 2.29719 1.55319
O -2.56824 2.29434 2.13787
H 4.99339 0.84622 0.03184
H 5.18386 -0.86849 0.28300
H 4.76966 0.21114 1.64376
H 2.52384 0.40535 0.95351
H 2.83589 -1.23590 0.37334
H 3.55491 -0.29591 -1.81829
H 3.15546 1.31211 -1.26515
H 1.52056 -0.87754 -2.15425
H -0.15265 -1.94184 -1.35471
H -2.57335 -2.55693 0.92977
H -3.19198 -2.14461 -0.50869
H -2.76054 0.01260 1.38693
H 1.03731 5.34314 0.66068
H -0.79844 4.18273 2.41014
C 8.95374 -3.16434 -2.51449
C 7.43027 -3.42516 -2.40013
C 7.00456 -4.73324 -3.08962
C 6.83155 -4.66380 -4.60549
C 5.97051 -3.46740 -4.99795
C 6.52032 -2.15234 -4.45075
N 6.64616 -2.27465 -2.95813
O 5.52246 -2.10678 -2.36750
C 7.85163 -1.81861 -5.13748
C 5.56411 -1.00477 -4.75018
C 7.11049 -3.55042 -0.91466
H 9.19639 -2.32908 -3.16031
H 9.36664 -2.91378 -1.53751
H 9.48555 -4.04138 -2.88492
H 6.05216 -5.05201 -2.65563
H 7.73483 -5.50154 -2.82902
H 7.80134 -4.62762 -5.10848
H 6.34964 -5.58197 -4.94618
H 5.89268 -3.38641 -6.08448
H 4.95533 -3.61482 -4.61669
H 8.28591 -0.90876 -4.72095
H 7.65923 -1.64512 -6.19663
H 8.59052 -2.61218 -5.07658
H 4.55780 -1.20907 -4.39316
H 5.52127 -0.85325 -5.82916
H 5.91000 -0.08034 -4.28614
H 7.28795 -2.60743 -0.39689
H 7.76993 -4.30845 -0.48865
H 6.08034 -3.84955 -0.73755
C -9.32214 3.81800 2.75891
C -9.17949 2.31217 3.09772
C -9.20529 2.04750 4.61371
C -7.89178 2.29319 5.35559
C -6.72737 1.61003 4.64283
C -6.61528 2.03155 3.17981
N -7.92631 1.74515 2.50561
O -8.04343 0.51266 2.17681
C -6.20760 3.50952 3.09614
C -5.52551 1.24126 2.47380
C -10.37538 1.60118 2.47507
H -8.41433 4.25135 2.35696
H -10.08475 3.96053 1.99318
H -9.61534 4.40172 3.63238
H -9.49197 1.00356 4.77181
H -10.00177 2.65546 5.04745
H -7.70325 3.36387 5.46986
H -7.98043 1.89293 6.36745
H -5.78223 1.83425 5.14232
H -6.86367 0.52512 4.69083
H -6.17531 3.84328 2.05805
H -5.20410 3.61171 3.50985
H -6.85547 4.17975 3.65455
H -5.67568 0.16698 2.57162
H -4.55703 1.49161 2.90062
H -5.49489 1.48422 1.41054
H -10.34091 1.66126 1.38725
H -11.28343 2.09814 2.82163
H -10.42479 0.55263 2.75741

=====

No. 4
21
Properties=species:S:1:pos:R:3 method="wB97M-V/def2-TZVPD" total_charge=+3 molar_mass_g_mol=389.518 homo_ha=-0.75061
Tl -0.59229 -0.45469 -2.12150
O -1.11957 2.70673 -2.18020
C -0.93500 1.57928 -2.16567
C 1.32309 -1.12735 -2.16573
O 2.43217 -1.51329 -2.18566
C -2.12402 -1.73089 -2.13453
O -3.03126 -2.48585 -2.19609
C -0.57290 -0.42910 -4.18783
O -0.57326 -0.42315 -5.34086
C -0.69500 1.10196 2.30432
N 0.46758 0.28399 1.94914
C 1.48814 -0.08895 2.87136
C 0.57673 -0.17175 0.69492
O -0.38434 0.19770 -0.01668
H -0.60855 1.35642 3.35721
H -1.62136 0.54828 2.14974
H -0.71292 2.02125 1.71851
H 1.53491 -1.17791 2.94202
H 2.45212 0.28123 2.51586
H 1.26841 0.33012 3.83882
H 1.42732 -0.80406 0.35286